1.
The following is a quantum chemistry calculation of C31H41As3ClFeN3O2 as an isolated structure, from the Open Molecules 2025 dataset.

Geometry (Å):
Fe 1.27 -1.60 0.25
C -1.46 -2.53 -2.90
C -0.32 -2.07 -2.22
N -0.18 -2.21 -0.93
C -1.15 -2.85 -0.21
C -2.33 -3.31 -0.80
C -2.46 -3.13 -2.19
C -3.31 -3.90 0.03
C -3.08 -4.01 1.37
C -1.87 -3.57 1.96
C -0.88 -3.02 1.19
N 0.37 -2.54 1.55
C 1.08 -2.75 2.72
C 0.79 -3.58 3.78
C 1.65 -3.64 4.90
C 2.79 -2.89 4.98
C 3.14 -2.04 3.90
C 4.30 -1.25 3.85
C 4.58 -0.50 2.75
C 3.68 -0.53 1.66
N 2.58 -1.25 1.68
C 2.29 -2.00 2.78
H -1.53 -2.41 -3.98
H 0.49 -1.57 -2.75
H -3.36 -3.48 -2.69
H -4.24 -4.26 -0.41
H -3.84 -4.44 2.01
H -1.76 -3.67 3.03
H -0.07 -4.23 3.76
H 1.39 -4.31 5.71
H 3.43 -2.94 5.85
H 4.98 -1.26 4.70
H 5.46 0.11 2.68
H 3.87 0.04 0.76
C -0.52 0.21 2.73
As 0.05 0.40 0.88
C 1.13 2.00 1.07
C -1.72 0.75 0.10
C -2.12 1.87 -0.89
C -3.65 1.72 -1.02
C -1.53 1.68 -2.29
As 0.41 1.36 -2.44
C 1.14 3.16 -2.70
C 0.40 0.89 -4.34
C -1.76 3.24 -0.30
As -2.79 4.82 -0.95
C -1.60 5.47 -2.36
C -2.10 6.01 0.45
H -0.97 1.14 3.06
H 0.33 -0.03 3.37
H -1.25 -0.60 2.80
H 0.51 2.84 1.39
H 1.64 2.24 0.15
H 1.87 1.80 1.85
H -2.35 0.87 0.98
H -1.99 -0.22 -0.33
H -3.91 0.70 -1.30
H -4.04 2.39 -1.78
H -4.15 1.96 -0.08
H -1.83 2.51 -2.93
H -1.96 0.77 -2.74
H 0.57 3.72 -3.44
H 2.17 3.05 -3.05
H 1.16 3.73 -1.77
H -0.03 1.70 -4.92
H -0.19 -0.01 -4.50
H 1.42 0.71 -4.67
H -0.70 3.45 -0.41
H -1.98 3.23 0.77
H -1.69 4.86 -3.26
H -0.56 5.50 -2.04
H -1.92 6.48 -2.62
H -2.55 5.76 1.41
H -2.37 7.04 0.20
H -1.02 5.94 0.53
Cl 3.20 -2.64 -3.88
C 3.95 -2.72 -2.27
C 2.95 -2.26 -1.25
O 2.41 -3.08 -0.45
O 2.58 -1.05 -1.19
H 4.82 -2.06 -2.27
H 4.24 -3.75 -2.08

Computed properties:
**Frontier orbital gap (alpha / beta)**: 7.11 / 6.80 eV
**Molecular weight**: 803.8 g mol⁻¹
**Electronic energy**: -270800.0906 eV
**Total charge**: +1
**2S+1**: 2
**Expectation value of S²**: 0.77
**Energy above the lowest of the compared OMol25 structures with the same formula, charge and spin**: 0.0 kcal per mole

2.
The following is a quantum chemistry calculation of C31H41BF10NO35PSi2 as an isolated structure, from the Open Molecules 2025 dataset.

Geometry (Å):
N -4.31 -0.27 -6.71
B -4.66 -1.50 -5.98
O -5.98 -1.88 -5.75
Si -3.28 -2.72 -5.21
O -3.44 -2.66 -3.54
Si -2.05 -2.39 -2.66
C -0.91 -1.08 -3.41
P -1.75 0.43 -3.91
O -3.20 0.40 -3.75
O -1.33 0.74 -5.40
O -1.08 1.63 -3.09
H -4.53 0.50 -6.07
H -4.94 -0.12 -7.49
H -6.47 -2.01 -6.58
H -1.93 -2.31 -5.66
H -3.47 -4.09 -5.75
H -1.27 -3.62 -2.50
H -2.48 -1.97 -1.31
H -0.19 -0.81 -2.64
H -0.33 -1.46 -4.24
H -1.77 0.07 -5.96
H -1.72 1.94 -2.43
C -4.17 -5.41 0.24
C -3.74 -5.58 1.67
O -2.35 -5.30 1.61
C -2.17 -4.44 0.57
O -1.18 -3.80 0.40
O -3.27 -4.40 -0.23
F -3.92 -6.85 2.11
H -4.03 -6.32 -0.34
H -5.21 -5.08 0.15
H -4.22 -4.89 2.37
C 1.11 3.01 -1.38
C 0.43 4.20 -0.76
O 1.53 4.94 -0.24
C 2.60 4.66 -1.03
O 3.60 5.29 -1.04
O 2.37 3.57 -1.78
F -0.39 3.84 0.27
H 1.29 2.21 -0.65
H 0.57 2.60 -2.23
H -0.13 4.82 -1.46
C 3.65 6.14 2.31
C 2.45 5.42 2.87
O 2.56 5.67 4.26
C 3.20 6.86 4.40
O 3.24 7.50 5.40
O 3.80 7.23 3.23
F 2.52 4.08 2.65
H 4.55 5.52 2.34
H 3.50 6.50 1.30
H 1.49 5.79 2.50
C -8.00 -6.22 5.31
C -6.61 -6.75 5.08
O -6.46 -6.63 3.67
C -7.24 -5.58 3.28
O -7.14 -5.04 2.23
O -8.11 -5.24 4.25
F -6.50 -8.06 5.42
H -8.76 -6.97 5.17
H -8.13 -5.75 6.28
H -5.81 -6.19 5.57
C 1.34 -5.38 -1.61
C 2.74 -5.86 -1.89
O 2.85 -5.70 -3.30
C 2.02 -4.67 -3.64
O 2.05 -4.10 -4.68
O 1.16 -4.39 -2.63
F 2.89 -7.18 -1.59
H 0.60 -6.18 -1.75
H 1.23 -4.95 -0.62
H 3.52 -5.28 -1.39
C 6.38 9.57 2.74
C 7.76 9.09 2.37
O 7.75 9.22 0.96
C 6.90 10.23 0.66
O 6.85 10.76 -0.40
O 6.11 10.55 1.72
F 7.94 7.78 2.70
H 5.63 8.78 2.69
H 6.35 10.03 3.73
H 8.57 9.68 2.79
C 3.76 11.36 0.16
C 2.78 11.17 -0.96
O 1.63 11.84 -0.49
C 2.07 12.83 0.34
O 1.41 13.74 0.71
O 3.36 12.63 0.69
F 2.48 9.86 -1.15
H 3.66 10.60 0.93
H 4.79 11.38 -0.18
H 3.09 11.60 -1.92
C 5.72 2.51 -4.20
C 4.90 2.31 -5.45
O 4.24 1.08 -5.19
C 4.10 0.99 -3.83
O 3.38 0.24 -3.28
O 4.91 1.88 -3.21
F 5.67 2.16 -6.55
H 6.68 2.00 -4.26
H 5.89 3.56 -3.97
H 4.15 3.09 -5.64
C -11.62 -10.17 7.77
C -12.17 -9.34 6.63
O -11.28 -8.24 6.61
C -10.08 -8.68 7.08
O -9.05 -8.10 6.96
O -10.22 -9.87 7.71
F -13.42 -8.89 6.89
H -12.02 -9.85 8.74
H -11.80 -11.23 7.65
H -12.16 -9.84 5.66
C 7.48 -4.48 1.07
C 7.47 -5.09 -0.31
O 6.08 -5.29 -0.54
C 5.42 -4.34 0.18
O 4.28 -4.05 0.01
O 6.23 -3.77 1.09
F 8.10 -6.28 -0.34
H 7.47 -5.24 1.85
H 8.31 -3.81 1.24
H 7.88 -4.45 -1.09

Computed properties:
**Frontier orbital gap**: 9.65 eV
**Molecular weight**: 1275.6 g mol⁻¹
**Electronic energy**: -158867.0692 eV

3.
The following is a quantum chemistry calculation of C31H41BrN5O3P2Ti as an isolated structure, from the Open Molecules 2025 dataset.

Geometry (Å):
Ti -0.95 1.28 -0.73
C 3.69 -5.22 3.92
O 2.64 -4.33 3.59
C 1.84 -4.65 2.55
C 0.73 -3.83 2.35
C -0.15 -4.08 1.32
C 0.04 -5.17 0.46
C 1.16 -5.98 0.68
C 2.06 -5.73 1.69
N -0.86 -5.68 -0.52
N -1.79 -5.05 -1.04
C -2.01 -3.68 -0.89
C -3.17 -3.21 -0.30
C -3.37 -1.85 -0.04
C -2.43 -0.92 -0.45
O -2.48 0.38 -0.19
C -1.35 -1.37 -1.25
N -0.58 -0.38 -1.80
C 0.44 -0.74 -2.57
C 0.76 -2.08 -2.82
C 0.00 -3.09 -2.26
C -1.10 -2.74 -1.46
H 4.17 -4.81 4.81
H 4.43 -5.28 3.12
H 3.31 -6.22 4.14
H 0.57 -3.01 3.03
H -1.02 -3.44 1.23
H 1.30 -6.83 0.02
H 2.90 -6.38 1.83
H -3.90 -3.94 0.04
H -4.25 -1.52 0.50
H 1.02 0.05 -3.02
H 1.59 -2.32 -3.47
H 0.23 -4.13 -2.47
C 0.05 2.14 3.13
P -1.21 1.95 1.81
C -2.58 1.21 2.76
C -1.82 3.69 1.64
C -0.78 4.61 1.00
P 0.00 3.86 -0.52
C 1.76 4.28 -0.18
C -0.37 5.13 -1.79
H -0.33 2.79 3.92
H 0.98 2.56 2.74
H 0.27 1.16 3.56
H -2.74 1.75 3.69
H -2.35 0.17 2.97
H -3.49 1.25 2.15
H -2.13 4.07 2.62
H -2.71 3.64 1.02
H 0.02 4.81 1.72
H -1.24 5.57 0.73
H 1.86 5.32 0.12
H 2.36 4.11 -1.08
H 2.14 3.63 0.61
H -0.01 6.11 -1.48
H -1.45 5.18 -1.97
H 0.12 4.86 -2.73
Br -5.36 4.47 -2.04
C -3.81 3.57 -2.67
C -3.40 3.73 -3.99
C -2.22 3.07 -4.36
C -1.52 2.33 -3.44
N -1.95 2.15 -2.15
C -3.11 2.78 -1.79
H -3.97 4.32 -4.69
H -1.85 3.15 -5.37
H -0.60 1.83 -3.71
H -3.46 2.61 -0.79
C 3.97 -0.84 0.07
N 3.02 0.20 -0.32
C 3.49 1.15 -1.31
C 1.75 0.18 0.07
C 1.28 -0.93 0.95
O 0.96 1.09 -0.29
H 4.98 -0.45 -0.04
H 3.87 -1.73 -0.56
H 3.83 -1.12 1.11
H 3.96 0.62 -2.14
H 4.23 1.83 -0.87
H 2.66 1.73 -1.69
H 1.41 -1.90 0.47
H 0.22 -0.79 1.16
H 1.82 -0.95 1.90

Computed properties:
**Frontier orbital gap (alpha / beta)**: 5.66 / 4.66 eV
**Molecular weight**: 721.4 g mol⁻¹
**Electronic energy**: -158135.6638 eV
**Total charge**: +1

4.
The following is a quantum chemistry calculation of a 3-piece molecular cluster, C31H41BrN5O7 overall, from the Open Molecules 2025 dataset.

Geometry (Å):
C 7.27 -0.90 1.97
C 6.06 -0.17 1.08
O 6.46 0.35 -0.11
O 4.69 -0.10 1.61
C 3.71 -0.66 0.66
C 2.40 0.38 0.54
N 1.23 -0.35 1.13
C -0.07 -0.37 0.60
N -0.35 0.39 -0.68
Br 0.23 -0.57 -2.21
C -1.83 0.61 -0.92
C -2.47 1.94 -0.20
C -1.53 3.28 -0.29
O -0.98 3.64 -1.45
C -1.37 4.15 1.13
C -2.44 5.33 1.59
C -2.27 6.13 3.04
C -1.00 5.75 4.03
C 0.06 4.55 3.55
C -0.12 3.76 2.11
C -2.78 -0.68 -0.58
C -2.23 -1.68 0.59
C -3.56 -2.14 1.48
C -1.67 -3.11 -0.08
C -1.11 -4.07 1.16
O -1.88 -4.84 1.93
O 0.35 -4.11 1.40
N -1.09 -1.14 1.43
C -1.54 -0.33 2.61
C -1.53 -1.20 4.04
O -2.87 -1.06 4.67
C -3.05 0.26 5.27
C -2.07 0.98 6.38
O -4.17 0.95 4.91
H 7.71 -1.85 1.42
H 8.13 -0.11 2.17
H 6.82 -1.22 3.01
H 3.34 -1.69 1.14
H 4.16 -0.94 -0.38
H 2.25 0.77 -0.55
H 2.69 1.33 1.20
H 1.41 -0.89 2.04
H -1.94 0.79 -2.10
H -2.80 1.78 0.91
H -3.46 2.19 -0.80
H -3.38 5.62 0.94
H -3.01 6.95 3.44
H -0.84 6.30 5.07
H 0.97 4.20 4.22
H 0.61 2.90 1.79
H -3.89 -0.31 -0.40
H -2.83 -1.33 -1.58
H -4.31 -2.72 0.78
H -3.29 -2.71 2.47
H -4.12 -1.11 1.73
H -2.57 -3.62 -0.64
H -0.76 -2.95 -0.79
H 0.61 -5.08 1.47
H -2.55 0.27 2.46
H -0.71 0.51 2.78
H -0.68 -0.82 4.75
H -1.34 -2.34 3.75
H -2.69 1.34 7.33
H -1.57 1.93 5.89
H -1.23 0.22 6.74
N 1.51 -2.62 -4.47
C 1.47 -3.97 -4.72
C 2.71 -4.35 -5.18
C 3.53 -3.20 -5.21
C 2.76 -2.15 -4.76
H 0.74 -2.07 -4.13
H 0.57 -4.54 -4.55
H 3.00 -5.36 -5.47
H 4.57 -3.14 -5.51
H 3.00 -1.10 -4.62
N 0.27 0.12 -5.97
C 0.56 1.44 -5.75
C -0.36 2.20 -6.44
C -1.24 1.31 -7.09
C -0.83 0.03 -6.78
H 0.79 -0.66 -5.60
H 1.40 1.73 -5.13
H -0.39 3.29 -6.47
H -2.09 1.57 -7.71
H -1.23 -0.93 -7.07

Computed properties:
**Frontier orbital gap**: 5.13 eV
**Molecular weight**: 675.6 g mol⁻¹
**Electronic energy**: -124610.2217 eV
**Total charge**: +1
**Energy above the lowest of the compared OMol25 structures with the same formula, charge and spin**: 461.7 kcal per mole